(1)
Computed, not measured: a structure of composition C31H47NO3P2ReS in a non-equilibrium geometry, with ωB97M-V/def2-TZVPD.

Calculated values
Net charge: +2
HOMO (spin up / spin down) (eV): -12.85 / -12.85
Energy above the lowest of the compared OMol25 structures with the same formula, charge and spin (kcal per mole): 0.00
F_max (eV/A): 5.3
Expectation value of S²: 3.780
Electronic energy (eV): -72061.9782
Spin multiplicity: 4

Atoms and positions in Å:
Re (0.437, 2.304, -0.431)
C (0.746, 1.386, 1.436)
C (1.909, 2.125, 0.994)
C (0.115, 3.593, 1.151)
C (-0.377, 2.285, 1.498)
C (1.522, 3.502, 0.859)
C (0.809, 0.187, 2.318)
H (1.324, -0.674, 1.888)
H (-0.198, -0.144, 2.596)
H (1.327, 0.439, 3.271)
C (-1.597, 2.060, 2.329)
H (-1.462, 1.227, 3.036)
H (-2.458, 1.823, 1.697)
H (-1.818, 2.953, 2.929)
C (-0.588, 4.847, 1.570)
H (0.110, 5.681, 1.681)
H (-1.101, 4.705, 2.534)
H (-1.341, 5.140, 0.831)
C (2.437, 4.680, 0.751)
H (2.085, 5.509, 1.371)
H (2.508, 5.042, -0.280)
H (3.441, 4.405, 1.089)
C (3.304, 1.596, 0.953)
H (3.759, 1.594, 1.963)
H (3.935, 2.211, 0.299)
H (3.306, 0.569, 0.566)
C (-0.186, -2.858, 0.302)
C (0.916, -3.436, 0.780)
C (2.291, -3.277, 0.216)
C (2.393, -3.336, -1.329)
C (2.528, -2.058, -2.054)
C (1.870, -0.905, -1.908)
C (0.797, -0.756, -0.896)
C (-0.209, -1.975, -0.922)
H (2.865, -4.130, 0.584)
H (1.506, -3.839, -1.736)
H (2.779, -2.367, 0.606)
H (-0.071, -2.563, -1.842)
H (-1.136, -2.884, 0.832)
H (0.845, -3.990, 1.709)
H (-1.219, -1.550, -0.979)
H (1.257, -0.682, 0.092)
H (2.283, -0.005, -2.392)
H (0.279, 0.247, -1.066)
H (3.256, -3.973, -1.618)
H (3.189, -2.112, -2.929)
P (-0.152, -0.878, -3.647)
P (0.334, 2.604, -2.705)
C (0.259, 0.512, -4.728)
C (-0.380, 1.815, -4.208)
H (-0.122, 0.224, -5.721)
H (1.347, 0.595, -4.825)
H (-0.373, 2.545, -5.032)
H (-1.453, 1.658, -4.013)
C (-0.440, 4.253, -2.896)
H (-0.107, 4.942, -2.109)
H (-1.532, 4.152, -2.858)
H (-0.173, 4.683, -3.865)
C (2.097, 2.829, -3.180)
H (2.173, 3.221, -4.199)
H (2.644, 1.876, -3.154)
H (2.585, 3.539, -2.500)
C (-1.877, -1.227, -4.187)
H (-2.332, -1.955, -3.503)
H (-1.859, -1.642, -5.204)
H (-2.457, -0.299, -4.172)
C (0.668, -2.186, -4.705)
H (1.725, -1.931, -4.861)
H (0.144, -2.228, -5.674)
H (0.603, -3.181, -4.239)
O (-1.774, -0.668, 6.369)
S (-1.385, -1.543, 5.292)
O (-0.124, -2.244, 5.391)
N (-1.594, -0.859, 3.819)
C (-2.496, -1.444, 2.985)
O (-2.689, -1.128, 1.791)
C (-3.202, -2.543, 3.708)
C (-4.222, -3.382, 3.251)
C (-4.727, -4.367, 4.103)
C (-4.199, -4.537, 5.397)
C (-3.156, -3.709, 5.848)
C (-2.691, -2.722, 4.976)
H (-4.594, -3.236, 2.242)
H (-5.535, -5.015, 3.772)
H (-4.591, -5.313, 6.054)
H (-2.707, -3.808, 6.838)

(2)
Computed, not measured: a structure of composition C31H47NO3P2STl in a non-equilibrium geometry, with ωB97M-V/def2-TZVPD.

Calculated values
Net charge: +1
HOMO (eV): -9.78
Energy above the lowest of the compared OMol25 structures with the same formula, charge and spin (kcal per mole): 99.52
F_max (eV/A): 5.9
Electronic energy (eV): -74635.2355

Atoms and positions in Å:
Tl (1.526, -2.329, -2.374)
C (-2.664, 0.545, -0.925)
C (-2.494, -0.855, -0.735)
C (-2.683, 0.134, 1.347)
C (-2.801, 1.155, 0.359)
C (-2.481, -1.104, 0.668)
C (-2.696, 1.281, -2.202)
H (-2.661, 0.587, -3.047)
H (-1.850, 1.979, -2.269)
H (-3.617, 1.876, -2.283)
C (-3.005, 2.595, 0.602)
H (-2.147, 3.160, 0.201)
H (-3.089, 2.782, 1.682)
H (-3.914, 2.973, 0.105)
C (-2.679, 0.333, 2.811)
H (-3.339, 1.162, 3.097)
H (-1.653, 0.572, 3.140)
H (-3.008, -0.577, 3.329)
C (-2.358, -2.421, 1.341)
H (-3.302, -2.684, 1.853)
H (-1.562, -2.408, 2.109)
H (-2.136, -3.212, 0.611)
C (-2.509, -1.895, -1.788)
H (-3.498, -2.377, -1.818)
H (-1.769, -2.685, -1.607)
H (-2.335, -1.454, -2.772)
C (5.508, -0.222, -3.912)
C (4.659, -0.310, -4.945)
C (4.291, -1.579, -5.638)
C (4.458, -2.892, -4.829)
C (4.033, -2.854, -3.408)
C (4.880, -2.720, -2.366)
C (6.282, -2.233, -2.495)
C (6.597, -1.199, -3.606)
H (4.881, -1.705, -6.568)
H (5.518, -3.188, -4.854)
H (3.240, -1.464, -5.950)
H (6.826, -1.746, -4.536)
H (5.606, 0.722, -3.369)
H (4.416, 0.634, -5.516)
H (7.509, -0.645, -3.285)
H (6.572, -1.818, -1.520)
H (4.703, -3.206, -1.402)
H (6.964, -3.085, -2.665)
H (3.855, -3.659, -5.365)
H (3.052, -3.341, -3.301)
P (2.620, 1.051, -1.756)
P (2.763, -1.384, 0.851)
C (4.211, 0.172, -1.188)
C (4.308, -0.409, 0.254)
H (4.997, 0.939, -1.327)
H (4.429, -0.637, -1.902)
H (5.228, -1.017, 0.408)
H (4.365, 0.451, 0.942)
C (2.856, -1.792, 2.620)
H (1.809, -1.786, 2.932)
H (3.386, -1.066, 3.220)
H (3.251, -2.791, 2.785)
C (3.011, -3.162, 0.318)
H (3.955, -3.591, 0.665)
H (3.030, -3.347, -0.755)
H (2.165, -3.722, 0.725)
C (3.299, 2.500, -2.703)
H (2.518, 3.251, -2.529)
H (3.400, 2.356, -3.791)
H (4.267, 2.786, -2.280)
C (2.328, 0.152, -3.368)
H (1.282, -0.109, -3.537)
H (3.032, -0.689, -3.349)
H (2.578, 0.769, -4.229)
O (0.113, 2.990, -0.786)
C (0.557, 2.752, 0.356)
N (1.002, 1.533, 0.796)
S (1.415, 1.458, 2.363)
O (0.485, 0.628, 3.117)
O (2.826, 1.223, 2.597)
C (1.067, 3.176, 2.622)
C (1.204, 3.864, 3.825)
C (0.835, 5.214, 3.830)
C (0.383, 5.832, 2.649)
C (0.304, 5.109, 1.457)
C (0.660, 3.758, 1.445)
H (1.564, 3.340, 4.711)
H (0.900, 5.797, 4.745)
H (0.109, 6.892, 2.651)
H (-0.018, 5.542, 0.517)

(3)
Computed, not measured: a structure of composition C31H47NO4OsP2 in a non-equilibrium geometry, with ωB97M-V/def2-TZVPD.

Calculated values
Net charge: +2
HOMO (spin up / spin down) (eV): -12.29 / -13.74
Energy above the lowest of the compared OMol25 structures with the same formula, charge and spin (kcal per mole): 80.17
F_max (eV/A): 5.5
Expectation value of S²: 6.021
Electronic energy (eV): -63609.2550
Spin multiplicity: 5

Atoms and positions in Å:
Os (-1.155, 0.066, 0.303)
C (-1.476, 2.165, 0.782)
C (-2.532, 1.573, 0.000)
C (-2.329, 0.349, 1.993)
C (-1.314, 1.384, 1.976)
C (-3.103, 0.467, 0.774)
C (-0.760, 3.440, 0.486)
H (-1.050, 3.808, -0.497)
H (0.328, 3.300, 0.531)
H (-1.033, 4.166, 1.262)
C (-0.252, 1.652, 3.003)
H (0.750, 1.706, 2.539)
H (-0.255, 0.890, 3.791)
H (-0.438, 2.647, 3.431)
C (-2.424, -0.769, 2.974)
H (-3.367, -0.827, 3.529)
H (-1.597, -0.709, 3.680)
H (-2.295, -1.699, 2.415)
C (-4.158, -0.458, 0.291)
H (-5.130, -0.334, 0.783)
H (-3.822, -1.485, 0.448)
H (-4.270, -0.332, -0.786)
C (-3.018, 2.127, -1.304)
H (-3.422, 3.129, -1.101)
H (-3.789, 1.481, -1.736)
H (-2.197, 2.241, -2.031)
C (2.146, 0.568, -0.373)
C (1.575, 1.193, -1.443)
C (1.106, 0.524, -2.714)
C (-0.202, -0.318, -2.912)
C (-1.044, -0.800, -1.775)
C (-0.472, -1.583, -0.722)
C (1.026, -1.866, -0.733)
C (2.176, -0.955, -0.185)
H (1.907, -0.057, -3.240)
H (0.080, -1.194, -3.528)
H (0.900, 1.391, -3.362)
H (3.138, -1.383, -0.622)
H (2.412, 1.069, 0.577)
H (1.286, 2.261, -1.389)
H (2.257, -1.142, 0.924)
H (1.150, -2.819, -0.187)
H (-1.165, -2.377, -0.334)
H (1.293, -2.066, -1.808)
H (-0.893, 0.196, -3.599)
H (-2.059, -1.133, -2.105)
P (1.985, -3.746, -2.616)
P (-0.634, -4.476, -0.683)
C (1.222, -5.410, -2.696)
C (0.425, -5.809, -1.449)
H (2.066, -6.106, -2.853)
H (0.612, -5.426, -3.610)
H (-0.284, -6.613, -1.690)
H (1.089, -6.182, -0.652)
C (-1.369, -5.411, 0.684)
H (-2.309, -4.949, 0.990)
H (-0.681, -5.415, 1.538)
H (-1.566, -6.441, 0.359)
C (-1.995, -4.624, -1.902)
H (-2.104, -5.688, -2.167)
H (-1.777, -4.040, -2.808)
H (-2.932, -4.259, -1.464)
C (3.445, -4.056, -1.555)
H (3.943, -3.109, -1.294)
H (4.135, -4.678, -2.149)
H (3.157, -4.580, -0.632)
C (2.773, -3.440, -4.207)
H (2.116, -3.783, -5.014)
H (3.734, -3.972, -4.236)
H (2.956, -2.362, -4.329)
O (3.982, 3.613, 2.531)
C (2.919, 3.817, 1.926)
O (2.333, 3.177, 0.978)
C (2.147, 5.026, 2.435)
C (1.832, 5.087, 3.802)
C (0.974, 6.056, 4.295)
C (0.440, 7.010, 3.405)
C (0.860, 7.054, 2.052)
C (1.696, 6.047, 1.582)
N (-0.711, 7.765, 3.783)
O (-1.162, 7.635, 4.940)
O (-1.237, 8.510, 2.929)
H (2.266, 4.343, 4.485)
H (0.665, 6.067, 5.342)
H (0.478, 7.835, 1.414)
H (2.001, 6.051, 0.532)

(4)
Computed, not measured: a structure of composition C31H47NO4P2Re in a non-equilibrium geometry, with ωB97M-V/def2-TZVPD.

Calculated values
Net charge: +2
HOMO (spin up / spin down) (eV): -13.06 / -14.16
Energy above the lowest of the compared OMol25 structures with the same formula, charge and spin (kcal per mole): 0.00
F_max (eV/A): 9.3
Expectation value of S²: 3.783
Electronic energy (eV): -63271.8377
Spin multiplicity: 4

Atoms and positions in Å:
Re (-3.087, -0.358, -2.103)
C (-0.642, -0.608, -2.850)
C (-1.279, 0.719, -2.824)
C (-0.401, 0.241, -0.712)
C (-0.155, -0.881, -1.535)
C (-1.139, 1.203, -1.459)
C (-0.262, -1.363, -4.069)
H (-0.817, -1.031, -4.950)
H (-0.414, -2.441, -3.946)
H (0.805, -1.210, -4.270)
C (0.619, -2.079, -1.134)
H (0.490, -2.312, -0.065)
H (1.700, -1.928, -1.294)
H (0.320, -2.973, -1.707)
C (0.180, 0.538, 0.620)
H (0.777, 1.465, 0.592)
H (0.820, -0.272, 0.978)
H (-0.635, 0.685, 1.357)
C (-1.410, 2.591, -1.013)
H (-0.458, 3.149, -1.039)
H (-1.782, 2.622, 0.025)
H (-2.127, 3.104, -1.666)
C (-1.584, 1.615, -3.975)
H (-0.674, 1.796, -4.560)
H (-1.951, 2.577, -3.608)
H (-2.340, 1.208, -4.652)
C (-3.454, -0.932, -0.199)
C (-3.726, -1.981, -1.273)
C (-5.151, -2.299, -1.626)
C (-5.876, -1.035, -2.052)
C (-4.912, 0.089, -2.524)
C (-4.265, 1.114, -1.702)
C (-4.691, 1.281, -0.223)
C (-4.499, -0.053, 0.469)
H (-5.718, -2.871, -0.897)
H (-6.556, -0.693, -1.270)
H (-5.159, -3.016, -2.445)
H (-5.452, -0.532, 0.598)
H (-2.784, -1.448, 0.838)
H (-3.051, -2.830, -1.215)
H (-4.115, 0.128, 1.457)
H (-4.041, 2.042, 0.215)
H (-4.056, 2.041, -2.241)
H (-5.706, 1.736, -0.183)
H (-6.494, -1.247, -2.944)
H (-5.174, 0.456, -3.523)
P (-1.833, -1.666, 2.559)
P (-2.116, 0.868, 3.485)
C (-3.060, -1.659, 3.935)
C (-3.188, -0.234, 4.512)
H (-2.726, -2.363, 4.696)
H (-4.031, -2.012, 3.559)
H (-4.209, 0.137, 4.430)
H (-2.867, -0.155, 5.550)
C (-0.742, 1.314, 4.603)
H (-0.266, 2.261, 4.275)
H (0.045, 0.540, 4.533)
H (-1.047, 1.416, 5.657)
C (-2.976, 2.475, 3.304)
H (-3.990, 2.448, 3.729)
H (-3.060, 2.716, 2.230)
H (-2.398, 3.303, 3.761)
C (-1.860, -3.407, 2.062)
H (-2.346, -3.522, 1.062)
H (-2.379, -4.056, 2.776)
H (-0.802, -3.693, 1.986)
C (-3.375, -1.465, -3.886)
H (-3.093, -0.719, -4.656)
H (-4.432, -1.791, -3.971)
H (-2.675, -2.326, -3.878)
O (1.029, -3.113, 2.115)
C (1.079, -2.211, 2.957)
O (0.044, -1.524, 3.402)
C (2.484, -1.904, 3.496)
C (2.823, -0.911, 4.428)
C (4.155, -0.639, 4.769)
C (5.180, -1.418, 4.173)
C (4.864, -2.462, 3.304)
C (3.538, -2.700, 2.978)
N (6.554, -1.089, 4.414)
O (6.832, -0.139, 5.163)
O (7.422, -1.786, 3.841)
H (2.035, -0.323, 4.922)
H (4.433, 0.152, 5.453)
H (5.665, -3.075, 2.868)
H (3.313, -3.523, 2.297)